1.
Computed, not measured: a cluster of 2 separate species, C4H12NO2 in total in a non-equilibrium geometry, with ωB97M-V/def2-TZVPD.

Results
- energy relative to the best compared isomer or geometry (same formula, charge and spin) (eV) = 1.7270
- frontier orbital gap (eV) = 6.5

```
! wB97M-V def2-TZVPD RIJCOSX def2/J DEFGRID3
* xyz -1 1
C 0.7721 0.0065 -1.0494
N 0.4410 1.2661 -0.3475
C -0.1115 1.0822 1.0104
O 0.6671 1.4859 2.0323
C -0.3916 -1.0633 -1.2000
C 0.0167 -2.1742 -2.1752
H 1.1824 0.1053 -2.1094
H 1.4227 -0.5434 -0.3835
H 1.3629 1.6794 -0.0097
H -1.1815 1.4009 1.0731
H -0.3058 -0.0885 1.2577
H -1.1983 -0.4397 -1.7476
H -0.7044 -1.3950 -0.2196
H 1.1053 -2.6168 -2.0320
H -0.6992 -3.1177 -2.0433
H 0.0068 -2.1297 -3.3289
H -1.5538 2.1401 3.9567
H -0.1439 1.9282 3.3235
O -0.6869 2.4738 3.9925
*
```

These are the Löwdin partial charges, in e, on atoms 1 to 4: -0.283 -0.082 -0.544 -0.317

=====

2.
Computed, not measured: a cluster of 4 separate species, C47H51Br2F5N4O8P in total in a non-equilibrium geometry, with ωB97M-V/def2-TZVPD.

Results
- frontier orbital gap (eV) = 7.5

```
! wB97M-V def2-TZVPD RIJCOSX def2/J DEFGRID3
* xyz 1 1
C -1.4953 1.4317 4.4860
C -0.3986 1.8204 3.4786
C -0.3989 0.8191 2.2705
Br 1.0711 -0.4098 2.4982
N -0.5505 1.5024 0.9281
C -1.7158 0.9448 0.1703
C -3.0707 1.6181 0.4744
O -4.0903 0.7610 0.0511
C -5.3068 1.3680 -0.2482
C -5.3839 2.4511 -1.1109
C -6.5586 3.0703 -1.4407
C -6.5202 4.2809 -2.3599
C -7.7311 2.5430 -0.9043
C -7.6531 1.4551 -0.0831
C -6.4612 0.8416 0.2890
C -6.5964 -0.3515 1.2246
C -5.3505 -1.1990 1.5130
C -7.2401 0.1079 2.5742
C -1.3124 0.7048 -1.3501
N -2.0355 -0.5330 -1.6516
Br -2.0544 1.9486 -2.7228
C 0.2391 0.7032 -1.1924
C 1.0827 -0.5928 -1.3476
F 2.1527 -0.6723 -0.5140
F 1.6288 -0.5128 -2.6119
C 0.3873 -1.9486 -1.3296
C 0.0502 -2.5581 -2.5306
C -0.5971 -3.7615 -2.5737
C -0.9402 -4.4328 -1.4125
C -0.6047 -3.8431 -0.2196
C -0.9550 -4.4907 1.1074
F -1.1297 -5.8032 1.0097
F 0.0161 -4.2418 2.0177
F -2.0710 -3.9048 1.6013
C 0.0589 -2.6419 -0.1956
C 0.5386 1.7767 -0.0474
P 0.1500 3.5125 -0.7816
N -1.3142 4.0109 -0.4597
N 1.9349 1.9706 0.3516
C 2.1411 2.7222 1.5769
C 2.8249 2.3371 -0.7199
C 3.5851 3.6934 -0.7971
O 3.1012 1.5759 -1.6268
H -2.5042 1.6788 4.1396
H -1.2670 1.8749 5.4572
H -1.4840 0.3426 4.6357
H 0.5466 1.7027 4.0160
H -0.4380 2.8724 3.1660
H -1.3035 0.2353 2.4481
H -0.9584 2.4120 1.2335
H -1.9633 -0.0961 0.4261
H -3.1159 1.6650 1.5887
H -3.1158 2.6541 0.1299
H -4.4437 2.8105 -1.5241
H -7.3721 4.2511 -3.0411
H -6.5278 5.1823 -1.7345
H -5.5579 4.2892 -2.8794
H -8.6849 2.9903 -1.1707
H -8.5951 1.0610 0.2950
H -7.3460 -1.0202 0.7754
H -5.6776 -2.0787 2.0846
H -4.8117 -1.5697 0.6394
H -4.6980 -0.6490 2.2081
H -8.3260 0.1767 2.4699
H -6.8756 1.1218 2.7819
H -6.9779 -0.5647 3.3952
H -2.9982 -0.2710 -1.8567
H -1.7024 -0.8464 -2.5646
H 0.5473 1.2922 -2.0693
H 0.2460 -2.0947 -3.4935
H -0.8716 -4.1924 -3.5316
H -1.4764 -5.3759 -1.4481
H 0.3177 -2.2587 0.7871
H 0.3537 3.4448 -2.1805
H 1.0235 4.4702 -0.2208
H -1.2905 4.8771 0.0715
H 2.1088 2.1066 2.4822
H 3.1204 3.2002 1.6364
H 1.4118 3.5366 1.7554
H 3.3211 4.0999 -1.7745
H 4.6568 3.4964 -0.7502
H 3.3123 4.3974 -0.0069
C 1.8034 -8.1281 2.4078
C 1.4926 -7.6967 1.1888
C 1.7054 -8.5464 -0.0072
O 1.4220 -8.1482 -1.1180
C 2.2772 -9.8979 0.2062
C 2.5890 -10.3312 1.4251
C 2.3760 -9.4807 2.6229
O 2.6575 -9.8741 3.7332
H 1.6555 -7.5219 3.2928
H 1.0749 -6.7163 1.0119
H 2.4242 -10.5031 -0.6792
H 3.0079 -11.3137 1.6012
C 5.0958 4.5412 -5.5097
C 5.1334 4.5423 -4.1800
C 5.3882 5.7905 -3.4187
O 5.4241 5.7919 -2.2035
C 5.5983 7.0356 -4.1944
C 5.5610 7.0359 -5.5246
C 5.3058 5.7888 -6.2879
O 5.2690 5.7869 -7.4973
H 4.9126 3.6416 -6.0836
H 4.9828 3.6416 -3.5969
H 5.7824 7.9346 -3.6200
H 5.7127 7.9349 -6.1082
C 6.0462 -1.6100 3.6342
C 7.0668 -1.4450 2.7961
C 6.8796 -1.5399 1.3262
O 7.8068 -1.3909 0.5626
C 5.5100 -1.8250 0.8276
C 4.4913 -1.9899 1.6668
C 4.6800 -1.8941 3.1354
O 3.7469 -2.0409 3.9001
H 6.1624 -1.5450 4.7086
H 8.0715 -1.2361 3.1408
H 5.3922 -1.8900 -0.2469
H 3.4858 -2.1993 1.3208
*
```

These are the Löwdin partial charges, in e, on atoms 1 to 4: -0.078 -0.274 -0.586 0.962

=====

3.
Computed, not measured: a structure of composition C2H6FFeO2 in a non-equilibrium geometry, with ωB97M-V/def2-TZVPD.

Results
- ⟨S²⟩ = 8.766
- energy relative to the best compared isomer or geometry (same formula, charge and spin) (eV) = 2.3950
- frontier orbital gap (alpha / beta) (eV) = 10.3 / 7.5

```
! wB97M-V def2-TZVPD RIJCOSX def2/J DEFGRID3
* xyz 2 6
F 0.8079 1.2190 1.3859
Fe -0.1637 0.2399 2.5185
O -1.7732 0.4138 1.5549
H -2.3412 -0.2939 1.2431
C 1.0443 -1.0220 -1.0643
O 0.0479 -0.5589 -0.1508
C -0.3941 0.7118 -0.2304
H 2.0052 -0.5570 -0.8083
H 1.0773 -2.1091 -0.9599
H 0.7631 -0.7500 -2.0893
H -0.2933 0.9751 -1.2909
H -0.7802 1.7313 -0.1084
*
```

These are the Löwdin partial charges, in e, on atoms 1 to 4: -0.310 1.479 -0.082 0.100

=====

4.
Computed, not measured: a cluster of 3 separate species, C3H7ClNO in total in a non-equilibrium geometry, with ωB97M-V/def2-TZVPD.

Results
- energy relative to the best compared isomer or geometry (same formula, charge and spin) (eV) = 5.7133
- frontier orbital gap (eV) = 4.2

```
! wB97M-V def2-TZVPD RIJCOSX def2/J DEFGRID3
* xyz -1 1
C -1.8203 -0.3277 0.8152
C 0.1891 -0.7764 -0.6459
C -0.5992 -0.0396 0.3820
N 2.2169 1.8930 1.5268
O 2.4409 2.4452 2.6183
Cl -1.5524 -2.9210 -5.3669
H -2.5416 -0.9432 0.2516
H -2.3548 0.3352 1.5559
H 2.6081 2.5704 0.7588
H 1.0673 -1.3669 -0.2372
H 0.6411 0.0169 -1.3351
H -0.3229 -1.4114 -1.2241
H 0.0279 0.5257 0.9006
*
```

These are the Löwdin partial charges, in e, on atoms 1 to 4: -0.017 -0.100 -0.255 0.036

=====

5.
Computed, not measured: a cluster of 10 separate species, C48H47Cl6N7O14 in total in a non-equilibrium geometry, with ωB97M-V/def2-TZVPD.

Results
- energy relative to the best compared isomer or geometry (same formula, charge and spin) (eV) = 5.4308
- SMILES string = O=[N+]([O-])c1ccccc1.O=[N+]([O-])c1ccccc1.O=[N+]([O-])c1ccccc1.O=[N+]([O-])c1ccccc1.O=[N+]([O-])c1ccccc1.O=[N+]([O-])c1ccccc1.O=[N+]([O-])c1ccccc1.ClCCCl.ClCCCl.ClCCCl
- frontier orbital gap (eV) = 8.0

```
! wB97M-V def2-TZVPD RIJCOSX def2/J DEFGRID3
* xyz 0 1
Cl 3.8455 -30.3881 5.8762
C 3.8292 -32.2721 5.8489
C 2.8873 -32.6064 4.7143
Cl 3.8787 -32.2864 3.2051
H 3.3669 -32.6799 6.7478
H 4.8127 -32.7166 5.6960
H 1.9411 -32.0898 4.5526
H 2.9291 -33.6955 4.7151
Cl 0.0228 -31.8489 6.4031
C -1.4801 -31.8209 7.3936
C -1.4837 -30.6872 8.5384
Cl -3.0826 -30.8853 9.3867
H -1.4087 -32.7937 7.8802
H -2.2810 -31.8274 6.6543
H -1.4818 -29.6179 8.3267
H -0.6586 -30.8642 9.2283
Cl 0.6535 -29.0206 3.4408
C 2.0701 -29.4399 2.4394
C 2.0267 -28.4432 1.1968
Cl 0.6076 -28.5334 0.2876
H 1.9306 -30.4755 2.1294
H 2.9857 -29.1943 2.9775
H 2.7377 -28.6605 0.3998
H 2.0671 -27.3995 1.5084
C 1.0835 -28.1082 7.3783
C -0.1217 -27.3579 7.3343
C 0.0052 -26.0440 7.7543
C 1.1671 -25.6107 8.5353
C 2.2486 -26.4695 8.6132
C 2.2277 -27.7571 8.0562
N 1.1644 -24.2771 9.1979
O 1.8905 -24.1068 10.1816
O 0.3945 -23.3576 8.8229
H 1.1894 -28.9750 6.7428
H -1.0356 -27.6277 6.8258
H -0.9268 -25.5050 7.8395
H 3.0313 -26.0293 9.2132
H 3.1111 -28.3711 7.9611
C -2.9376 -36.8229 1.6026
C -2.6587 -36.7466 2.9684
C -1.6133 -35.9009 3.4282
C -0.8663 -35.2553 2.4904
C -1.0766 -35.4520 1.1326
C -2.0637 -36.3084 0.7119
N 0.2934 -34.4830 2.9648
O 0.7514 -33.6676 2.1790
O 0.7657 -34.6899 4.0688
H -3.7517 -37.4200 1.2190
H -3.2674 -37.3456 3.6296
H -1.4000 -35.8175 4.4836
H -0.5231 -34.8232 0.4510
H -2.3004 -36.3480 -0.3411
C 5.5102 -30.4733 9.0045
C 6.5318 -29.9350 8.3619
C 7.2583 -28.8380 8.8604
C 6.8616 -28.3421 10.1173
C 5.7857 -28.9214 10.7600
C 5.1187 -29.9909 10.2200
N 7.6548 -27.2969 10.7750
O 7.0996 -26.2712 10.9736
O 8.8306 -27.6026 10.8805
H 4.8458 -31.0502 8.3783
H 6.6945 -30.2832 7.3526
H 8.0136 -28.3828 8.2368
H 5.5226 -28.5309 11.7320
H 4.4630 -30.4966 10.9134
C 4.3937 -37.6610 8.8390
C 4.1918 -37.5059 10.2242
C 3.9561 -36.1459 10.6353
C 3.6598 -35.1682 9.7548
C 3.8631 -35.3736 8.3725
C 4.3891 -36.6042 7.9079
N 3.2261 -33.8499 10.2198
O 3.1979 -32.8798 9.3877
O 2.9024 -33.7277 11.4144
H 4.8086 -38.6229 8.5763
H 4.4099 -38.2979 10.9253
H 3.9942 -35.8303 11.6674
H 3.8980 -34.4058 7.8945
H 4.5918 -36.8205 6.8693
C 6.6470 -30.1607 2.7911
C 6.7972 -28.8416 3.3680
C 7.8630 -28.0615 2.9497
C 8.7374 -28.5144 1.9181
C 8.5310 -29.7499 1.3719
C 7.5013 -30.6145 1.8015
N 9.8309 -27.6852 1.3807
O 9.8930 -26.5304 1.8876
O 10.5114 -28.1157 0.4542
H 5.9009 -30.7743 3.2740
H 6.1035 -28.3679 4.0468
H 8.0279 -27.0619 3.3240
H 9.0835 -30.1253 0.5232
H 7.3643 -31.5928 1.3650
C 7.7807 -35.0648 1.3554
C 6.5542 -35.5348 1.8900
C 6.3681 -35.3749 3.2975
C 7.3255 -34.8136 4.1077
C 8.5740 -34.5284 3.4889
C 8.8060 -34.7084 2.1758
N 7.0715 -34.4877 5.5020
O 6.1473 -35.1371 6.0564
O 7.7268 -33.6155 6.1204
H 7.9652 -35.2803 0.3133
H 5.8064 -35.8623 1.1829
H 5.4137 -35.6264 3.7361
H 9.3674 -34.2996 4.1850
H 9.8077 -34.5517 1.8039
C 4.9931 -30.6518 -1.0442
C 4.4408 -30.2033 -2.1927
C 3.2273 -30.7508 -2.5520
C 2.4286 -31.4570 -1.7154
C 2.9681 -31.8882 -0.5336
C 4.2658 -31.5088 -0.1757
N 1.1234 -31.9714 -2.1572
O 1.0881 -32.3157 -3.3428
O 0.2041 -32.2592 -1.3366
H 5.9542 -30.2434 -0.7687
H 5.1347 -29.5502 -2.7012
H 2.9822 -30.5566 -3.5857
H 2.5851 -32.5829 0.1993
H 4.6507 -31.6998 0.8151
*
```

These are the Löwdin partial charges, in e, on atoms 1 to 4: 0.555 -0.534 -0.597 0.605

=====

6.
Computed, not measured: the molecule C4H4O2 in a non-equilibrium geometry, with ωB97M-V/def2-TZVPD.

Results
- energy relative to the best compared isomer or geometry (same formula, charge and spin) (eV) = 2.3056
- SMILES string = CC(=C=O)C=O
- frontier orbital gap (eV) = 9.4

```
! wB97M-V def2-TZVPD RIJCOSX def2/J DEFGRID3
* xyz 0 1
C 1.4561 -0.7190 -0.3311
C -1.1728 -0.8450 -0.6723
C 0.3947 0.0072 -0.2308
C 0.1150 1.1734 0.7208
O 2.4093 -1.3692 -0.5249
O -2.3703 -0.5451 -0.6739
H -1.0145 -1.9502 -0.8628
H -1.0150 1.3348 0.6436
H 0.7069 2.0389 0.2811
H 0.4905 0.8743 1.6503
*
```

These are the Löwdin partial charges, in e, on atoms 1 to 4: -0.208 -0.106 -0.168 -0.070